# 1
Molecular formula: C40H39N2O5PSeTi
Method: DFT, ωB97M-V/def2-TZVPD

The geometry in ORCA input format:
```
! RIJCOSX wB97M-V def2-TZVPD def2/J DEFGRID3
* xyz 1 2
Ti 0.020 0.222 0.323
O -0.890 4.095 -0.620
C -0.702 2.917 -0.024
O -0.235 1.909 -0.658
C -1.066 2.699 1.327
C -1.744 3.514 2.258
C -2.263 2.927 3.386
C -2.215 1.523 3.538
C -1.505 0.793 2.617
N -0.836 1.376 1.609
C -1.570 -0.706 2.385
O -2.032 -1.493 3.167
O -1.155 -0.972 1.171
H -0.629 4.054 -1.552
H -1.863 4.567 2.054
H -2.775 3.528 4.117
H -2.741 1.013 4.327
C 2.345 3.212 -1.352
C 2.694 2.253 -0.210
C 3.918 2.736 0.567
C 2.919 0.813 -0.705
C 3.944 0.663 -1.845
O 3.288 -0.166 -2.791
C 2.039 -0.387 -2.372
N 1.715 0.150 -1.243
C 1.279 -1.277 -3.258
C 1.918 -1.717 -4.423
C 1.334 -2.660 -5.246
C 0.094 -3.188 -4.927
C -0.566 -2.748 -3.796
C 0.005 -1.789 -2.964
P -0.859 -1.278 -1.448
C -2.089 -2.589 -1.219
C -3.288 -2.577 -1.928
C -4.150 -3.651 -1.821
C -3.817 -4.733 -1.023
C -2.637 -4.731 -0.297
C -1.768 -3.658 -0.389
C -1.932 0.083 -2.022
C -1.820 0.711 -3.258
C -2.693 1.736 -3.588
C -3.683 2.123 -2.700
C -3.788 1.508 -1.460
C -2.912 0.497 -1.115
H 1.962 4.147 -0.948
H 1.592 2.769 -2.005
H 3.227 3.447 -1.944
H 1.852 2.207 0.508
H 4.825 2.620 -0.020
H 4.029 2.179 1.494
H 3.804 3.790 0.807
H 3.245 0.227 0.166
H 4.867 0.174 -1.530
H 4.187 1.609 -2.333
H 2.891 -1.328 -4.670
H 1.852 -3.003 -6.127
H -0.366 -3.937 -5.553
H -1.528 -3.172 -3.548
H -3.540 -1.738 -2.563
H -5.077 -3.645 -2.372
H -4.481 -5.582 -0.967
H -2.390 -5.569 0.334
H -0.846 -3.628 0.180
H -1.072 0.384 -3.966
H -2.614 2.226 -4.545
H -4.384 2.894 -2.979
H -4.560 1.817 -0.772
H -3.019 -0.027 -0.165
C 6.393 0.409 5.423
C 5.279 0.194 4.449
C 4.025 0.755 4.643
C 2.965 0.481 3.792
C 1.627 1.102 4.058
C 3.158 -0.380 2.703
Se 1.572 -1.037 1.745
C 4.435 -0.901 2.449
C 4.755 -1.746 1.254
C 5.466 -0.601 3.328
H 6.076 1.017 6.266
H 7.239 0.895 4.940
H 6.743 -0.548 5.806
H 3.855 1.396 5.495
H 1.693 1.843 4.852
H 0.915 0.331 4.361
H 1.254 1.586 3.147
H 3.862 -2.237 0.870
H 5.491 -2.502 1.514
H 5.186 -1.128 0.464
H 6.442 -1.025 3.145
*
```

The expectation value of S² is 0.76. For the energy above the lowest of the compared OMol25 structures with the same formula, charge and spin, the calculation gives 12.8 kcal/mol.

# 2
Molecular formula: C26H25NO2PPdS
Method: DFT, ωB97M-V/def2-TZVPD

The geometry in ORCA input format:
```
! RIJCOSX wB97M-V def2-TZVPD def2/J DEFGRID3
* xyz -2 2
Pd -0.329 0.957 -0.312
O 2.012 2.810 3.574
N 2.548 1.854 2.880
C 3.489 1.078 3.482
C 4.135 0.051 2.842
C 3.799 -0.224 1.514
C 2.831 0.545 0.917
C 2.191 1.615 1.572
S 1.030 2.617 0.781
H 3.674 1.368 4.506
H 4.883 -0.521 3.377
H 4.277 -1.019 0.954
H 2.534 0.354 -0.106
C -3.457 -0.884 -0.633
P -2.219 0.142 0.299
C -3.408 1.259 1.194
C -4.555 0.809 1.849
C -5.399 1.696 2.501
C -5.100 3.053 2.517
C -3.952 3.510 1.887
C -3.113 2.618 1.230
C -1.830 -1.006 1.688
C -2.208 -2.344 1.734
C -1.795 -3.172 2.773
C -1.002 -2.670 3.789
C -0.618 -1.333 3.755
C -1.019 -0.513 2.714
H -4.247 -1.342 -0.033
H -2.905 -1.660 -1.163
H -3.911 -0.229 -1.378
H -4.781 -0.251 1.868
H -6.286 1.329 3.007
H -5.756 3.748 3.030
H -3.701 4.564 1.913
H -2.198 2.948 0.745
H -2.811 -2.765 0.940
H -2.086 -4.217 2.775
H -0.669 -3.316 4.593
H 0.021 -0.927 4.531
H -0.669 0.520 2.682
C 2.107 -3.039 0.296
C 1.890 -2.006 -0.798
O 0.791 -1.391 -0.812
C 2.918 -1.798 -1.756
C 4.109 -2.589 -1.829
C 5.070 -2.346 -2.785
C 4.933 -1.307 -3.716
C 3.777 -0.505 -3.645
C 2.799 -0.739 -2.712
H 1.271 -2.973 0.991
H 3.039 -2.860 0.843
H 2.153 -4.057 -0.110
H 4.256 -3.404 -1.129
H 5.956 -2.975 -2.814
H 5.701 -1.117 -4.457
H 3.660 0.322 -4.339
H 1.913 -0.109 -2.646
*
```

The expectation value of S² is 0.77. The total energy comes out at -56555.4834 eV.

# 3
Molecular formula: C4H7NO2
Method: DFT, ωB97M-V/def2-TZVPD

The geometry in ORCA input format:
```
! RIJCOSX wB97M-V def2-TZVPD def2/J DEFGRID3
* xyz 0 1
C 1.048 -1.286 -0.083
C 0.370 0.047 -0.566
C 0.871 1.246 0.184
O 0.310 0.272 -1.824
C -0.930 0.280 0.400
O -0.403 1.101 1.258
N -2.209 0.011 0.321
H 2.001 -1.318 -0.619
H 1.239 -1.457 0.996
H 0.467 -2.138 -0.444
H 0.690 2.155 -0.354
H 1.956 1.184 0.346
H -2.939 0.481 0.836
H -2.472 -0.577 -0.452
*
```

For the energy above the lowest of the compared OMol25 structures with the same formula, charge and spin, the calculation gives 92.2 kcal/mol.

# 4
Molecular formula: C15H24F9N3O2RbTa
Method: DFT, ωB97M-V/def2-TZVPD

The geometry in ORCA input format:
```
! RIJCOSX wB97M-V def2-TZVPD def2/J DEFGRID3
* xyz 2 1
N 1.977 -0.439 -0.098
C 2.931 -0.856 0.551
O 3.826 -1.287 1.180
Rb 0.710 0.832 -3.609
Ta 0.029 -0.146 -0.194
N -0.670 -1.579 -1.420
N -0.075 1.546 -1.192
C -0.381 -3.008 -1.054
C 0.580 2.907 -1.136
C 0.811 -3.477 -1.885
C -1.596 -3.903 -1.317
C -0.034 -3.110 0.422
C 0.158 3.744 -2.360
C 0.131 3.645 0.133
C 2.086 2.676 -1.081
H 0.600 -3.436 -2.961
H 1.051 -4.517 -1.624
H 1.702 -2.863 -1.690
H -2.488 -3.497 -0.825
H -1.405 -4.902 -0.892
H -1.797 -4.041 -2.386
H 0.851 -2.510 0.688
H 0.231 -4.157 0.638
H -0.884 -2.856 1.065
H 0.719 3.521 -3.291
H 0.382 4.795 -2.131
H -0.930 3.670 -2.533
H -0.920 3.959 0.071
H 0.749 4.548 0.259
H 0.256 3.026 1.021
H 2.369 2.010 -0.251
H 2.574 3.649 -0.922
H 2.507 2.256 -2.014
C -1.568 1.526 -1.105
H -1.932 0.590 -0.562
H -1.951 2.395 -0.542
H -2.033 1.539 -2.111
C -1.318 -1.421 -2.750
H -2.201 -2.074 -2.824
H -1.725 -0.403 -2.908
H -0.635 -1.703 -3.580
F -1.593 2.121 2.789
C -1.530 0.923 3.437
F -1.670 1.153 4.764
F -2.588 0.194 3.007
C -0.221 0.209 3.039
O -0.321 0.057 1.617
C 1.037 1.033 3.361
F 1.224 1.220 4.686
F 2.146 0.427 2.844
F 0.990 2.264 2.776
C -0.079 -1.213 3.615
F 0.068 -1.252 4.957
F -1.162 -1.965 3.278
F 1.008 -1.818 3.050
*
```

The total energy comes out at -51162.6270 eV.

# 5
Molecular formula: C30H37FIrNO4SSbSe2Si2
Method: DFT, ωB97M-V/def2-TZVPD

The geometry in ORCA input format:
```
! RIJCOSX wB97M-V def2-TZVPD def2/J DEFGRID3
* xyz 0 6
Ir 0.208 0.473 1.391
C 5.062 0.585 0.675
Si 3.349 0.912 1.363
C 3.531 1.512 3.120
C 2.580 2.084 0.120
N 2.207 -0.454 1.415
C 2.619 -1.741 1.453
C 3.948 -2.085 1.848
C 4.387 -3.384 1.896
C 3.535 -4.434 1.539
C 2.226 -4.159 1.161
C 1.799 -2.856 1.142
F 0.564 -2.641 0.768
H 5.440 1.513 0.233
H 5.058 -0.178 -0.112
H 5.774 0.273 1.445
H 3.695 2.591 3.165
H 4.392 1.028 3.598
H 2.642 1.279 3.707
H 3.025 3.083 0.190
H 1.498 2.210 0.223
H 2.758 1.691 -0.888
H 4.620 -1.289 2.143
H 5.397 -3.591 2.223
H 3.889 -5.456 1.561
H 1.528 -4.939 0.886
S -1.731 -0.842 1.767
Sb -1.901 -1.035 -0.613
C -1.977 -3.173 -0.702
C -1.907 -3.763 -1.967
C -2.031 -5.141 -2.109
C -2.223 -5.935 -0.986
C -2.285 -5.355 0.275
C -2.167 -3.976 0.419
C -0.358 -0.643 -2.040
C 0.801 -1.407 -2.093
C 1.804 -1.078 -2.998
C 1.644 0.002 -3.856
C 0.474 0.752 -3.814
C -0.524 0.437 -2.903
C -3.828 -0.744 -1.442
C -4.157 0.254 -2.349
C -5.485 0.436 -2.702
C -6.474 -0.367 -2.150
C -6.132 -1.381 -1.266
C -4.806 -1.571 -0.906
H -1.750 -3.144 -2.848
H -1.984 -5.591 -3.094
H -2.328 -7.009 -1.094
H -2.425 -5.977 1.152
H -2.211 -3.524 1.402
H 0.925 -2.276 -1.464
H 2.709 -1.674 -3.038
H 2.429 0.258 -4.559
H 0.340 1.592 -4.484
H -1.404 1.060 -2.845
H -3.408 0.909 -2.766
H -5.746 1.225 -3.397
H -7.513 -0.192 -2.397
H -6.901 -2.019 -0.846
H -4.546 -2.361 -0.214
O -3.655 1.427 0.543
Se -2.411 2.413 0.239
O -2.679 3.411 -1.000
O -1.080 1.417 -0.275
O -1.901 3.227 1.580
C -0.117 4.684 0.071
Si 0.111 4.491 1.900
C -1.082 5.485 2.920
C 1.866 5.122 2.248
Se 0.037 2.422 3.038
H 0.191 5.704 -0.188
H -1.151 4.531 -0.242
H 0.507 3.988 -0.497
H -1.023 6.543 2.631
H -0.832 5.403 3.982
H -2.105 5.133 2.771
H 1.819 6.023 2.873
H 2.353 5.396 1.306
H 2.501 4.400 2.762
*
```

The expectation value of S² is 8.80. For the energy above the lowest of the compared OMol25 structures with the same formula, charge and spin, the calculation gives 20.0 kcal/mol.

# 6
Molecular formula: C3H3FO2
Method: DFT, ωB97M-V/def2-TZVPD

The geometry in ORCA input format:
```
! RIJCOSX wB97M-V def2-TZVPD def2/J DEFGRID3
* xyz 0 1
C 0.262 0.672 -0.170
C -0.700 -0.435 -0.557
C 0.463 -0.213 1.072
H -0.062 1.645 0.033
H -1.707 -0.122 -0.674
H -0.310 -0.893 -1.468
O -0.291 -1.210 0.600
O 0.994 -0.041 2.144
F 1.351 0.597 -0.981
*
```

For the energy above the lowest of the compared OMol25 structures with the same formula, charge and spin, the calculation gives 16.9 kcal/mol.

# 7
Molecular formula: C4H4O
Method: DFT, ωB97M-V/def2-TZVPD

The geometry in ORCA input format:
```
! RIJCOSX wB97M-V def2-TZVPD def2/J DEFGRID3
* xyz 0 1
C -1.079 -0.191 0.508
C -1.555 -1.136 -0.386
C 0.129 -0.093 -0.266
C 1.444 0.478 -0.448
O -0.423 -1.035 -1.149
H -1.350 0.261 1.471
H -2.340 -1.847 -0.676
H 2.010 0.077 -1.175
H 1.940 1.088 0.241
*
```

For the energy above the lowest of the compared OMol25 structures with the same formula, charge and spin, the calculation gives 65.5 kcal/mol.

# 8
Molecular formula: C19H27N3O3S
Method: DFT, ωB97M-V/def2-TZVPD

The geometry in ORCA input format:
```
! RIJCOSX wB97M-V def2-TZVPD def2/J DEFGRID3
* xyz 0 1
C 4.624 4.874 3.348
C 5.042 5.057 1.894
C 4.882 3.766 1.094
C 5.293 3.941 -0.366
H 6.328 4.285 -0.415
H 4.666 4.704 -0.836
C 5.182 2.634 -1.153
N 3.823 2.147 -1.206
C 3.416 1.061 -0.513
O 4.166 0.354 0.129
C 1.945 0.781 -0.593
C 1.349 0.210 0.518
C -0.012 -0.084 0.507
C -0.774 0.189 -0.636
C -0.158 0.742 -1.757
C 1.187 1.041 -1.740
H 1.657 1.445 -2.623
H -0.766 0.926 -2.630
C -2.207 -0.120 -0.655
O -2.927 0.098 -1.606
N -2.714 -0.686 0.513
C -1.969 -0.941 1.632
S -2.588 -1.574 3.020
N -0.643 -0.634 1.590
H -0.115 -0.842 2.428
C -4.127 -1.038 0.527
C -4.354 -2.518 0.230
C -3.870 -2.914 -1.162
O -4.237 -4.257 -1.384
C -4.104 -4.693 -2.717
C -2.657 -4.826 -3.191
H -2.184 -3.851 -3.281
H -2.090 -5.429 -2.487
H -2.639 -5.309 -4.164
H -4.652 -4.014 -3.389
H -4.590 -5.672 -2.734
H -2.778 -2.796 -1.232
H -4.329 -2.264 -1.922
H -5.422 -2.726 0.298
H -3.847 -3.133 0.974
H -4.526 -0.795 1.515
H -4.611 -0.421 -0.233
H 1.953 -0.008 1.386
H 3.135 2.756 -1.621
H 5.547 2.780 -2.175
H 5.771 1.851 -0.671
H 3.840 3.441 1.144
H 5.491 2.981 1.546
H 6.085 5.379 1.854
H 4.435 5.843 1.438
H 5.228 4.104 3.822
H 3.580 4.575 3.410
H 4.750 5.800 3.902
*
```

Its structure (SMILES) is CCCCCNC(=O)c1ccc2c(=O)n(CCCOCC)c(=S)[nH]c2c1. For the energy above the lowest of the compared OMol25 structures with the same formula, charge and spin, the calculation gives 1.3 kcal/mol.

- Number 7 is which compound?
  C4H4O

Please write out number 5 again, unchanged.
Molecular formula: C30H37FIrNO4SSbSe2Si2
Method: DFT, ωB97M-V/def2-TZVPD

The geometry in ORCA input format:
```
! RIJCOSX wB97M-V def2-TZVPD def2/J DEFGRID3
* xyz 0 6
Ir 0.208 0.473 1.391
C 5.062 0.585 0.675
Si 3.349 0.912 1.363
C 3.531 1.512 3.120
C 2.580 2.084 0.120
N 2.207 -0.454 1.415
C 2.619 -1.741 1.453
C 3.948 -2.085 1.848
C 4.387 -3.384 1.896
C 3.535 -4.434 1.539
C 2.226 -4.159 1.161
C 1.799 -2.856 1.142
F 0.564 -2.641 0.768
H 5.440 1.513 0.233
H 5.058 -0.178 -0.112
H 5.774 0.273 1.445
H 3.695 2.591 3.165
H 4.392 1.028 3.598
H 2.642 1.279 3.707
H 3.025 3.083 0.190
H 1.498 2.210 0.223
H 2.758 1.691 -0.888
H 4.620 -1.289 2.143
H 5.397 -3.591 2.223
H 3.889 -5.456 1.561
H 1.528 -4.939 0.886
S -1.731 -0.842 1.767
Sb -1.901 -1.035 -0.613
C -1.977 -3.173 -0.702
C -1.907 -3.763 -1.967
C -2.031 -5.141 -2.109
C -2.223 -5.935 -0.986
C -2.285 -5.355 0.275
C -2.167 -3.976 0.419
C -0.358 -0.643 -2.040
C 0.801 -1.407 -2.093
C 1.804 -1.078 -2.998
C 1.644 0.002 -3.856
C 0.474 0.752 -3.814
C -0.524 0.437 -2.903
C -3.828 -0.744 -1.442
C -4.157 0.254 -2.349
C -5.485 0.436 -2.702
C -6.474 -0.367 -2.150
C -6.132 -1.381 -1.266
C -4.806 -1.571 -0.906
H -1.750 -3.144 -2.848
H -1.984 -5.591 -3.094
H -2.328 -7.009 -1.094
H -2.425 -5.977 1.152
H -2.211 -3.524 1.402
H 0.925 -2.276 -1.464
H 2.709 -1.674 -3.038
H 2.429 0.258 -4.559
H 0.340 1.592 -4.484
H -1.404 1.060 -2.845
H -3.408 0.909 -2.766
H -5.746 1.225 -3.397
H -7.513 -0.192 -2.397
H -6.901 -2.019 -0.846
H -4.546 -2.361 -0.214
O -3.655 1.427 0.543
Se -2.411 2.413 0.239
O -2.679 3.411 -1.000
O -1.080 1.417 -0.275
O -1.901 3.227 1.580
C -0.117 4.684 0.071
Si 0.111 4.491 1.900
C -1.082 5.485 2.920
C 1.866 5.122 2.248
Se 0.037 2.422 3.038
H 0.191 5.704 -0.188
H -1.151 4.531 -0.242
H 0.507 3.988 -0.497
H -1.023 6.543 2.631
H -0.832 5.403 3.982
H -2.105 5.133 2.771
H 1.819 6.023 2.873
H 2.353 5.396 1.306
H 2.501 4.400 2.762
*
```

The expectation value of S² is 8.80. For the energy above the lowest of the compared OMol25 structures with the same formula, charge and spin, the calculation gives 20.0 kcal/mol.